(1)
Below is C23H25N5O6S2 in the gas phase at a distorted geometry, with properties calculated with ωB97M-V/def2-TZVPD.

Properties
**M**: 531.62 g mol⁻¹
**HOMO**: -9.10 eV
**Multiplicity**: 1
**HOMO-LUMO gap**: 8.7903 eV
**LUMO level**: -0.31 eV

Structure (XYZ):
```
61
Properties=species:S:1:pos:R:3:forces:R:3
C -1.14539 -7.08229 2.01705 -0.5 0.1 -0.1
C -2.47535 -6.71730 1.37485 0.4 0.0 -0.3
C -2.30446 -5.65630 0.27797 0.4 -0.4 0.2
N -3.61082 -5.29624 -0.21806 -0.1 0.3 -1.0
S -3.65078 -4.47922 -1.66679 0.0 -0.2 0.1
O -2.77845 -5.16881 -2.56831 0.3 0.1 0.2
O -5.02569 -4.29676 -2.01668 0.0 0.2 0.3
C -2.92992 -2.87997 -1.28315 -0.2 -0.6 -0.1
C -1.56167 -2.72013 -1.39107 0.1 -0.1 -0.1
C -0.98423 -1.51815 -1.01933 -0.1 0.1 0.1
C -1.78294 -0.48833 -0.52618 -0.2 -0.3 0.0
C -1.21290 0.81537 -0.05974 0.1 -0.1 -0.1
O -1.66128 1.40049 0.90035 -0.1 0.1 0.1
N -0.16878 1.25422 -0.82698 0.1 -0.2 -0.3
C 0.60962 2.40016 -0.67194 0.2 0.4 0.2
C 1.59579 2.64636 -1.63185 -0.1 0.1 0.1
C 2.41122 3.75393 -1.52313 -0.1 0.0 -0.1
C 2.23779 4.61442 -0.45713 0.2 0.5 0.0
S 3.29656 6.03243 -0.29201 0.2 0.1 0.5
O 2.54056 7.18041 0.10360 -0.2 -0.1 0.3
O 4.17468 6.14426 -1.41353 -0.1 -0.4 0.0
N 4.19782 5.64015 1.10132 -0.8 0.6 -0.6
C 5.09876 4.62419 1.06704 0.8 -1.1 0.0
N 4.89791 3.68973 0.14058 0.1 0.1 0.0
C 5.76997 2.69897 0.10138 0.2 -0.1 0.2
C 6.83858 2.60906 0.98096 -0.1 0.1 0.0
C 6.93293 3.62410 1.92264 0.0 -0.2 -0.2
N 6.07640 4.62745 1.97262 -0.3 0.6 0.1
C 1.26338 4.39390 0.49496 0.0 0.0 -0.1
C 0.44435 3.28401 0.39454 -0.1 -0.1 0.1
C -3.15806 -0.67500 -0.40302 0.1 0.0 0.0
C -3.73557 -1.87093 -0.79022 -0.1 0.1 0.0
C -4.49454 -4.81305 0.81584 -0.4 -0.1 0.4
C -4.61327 -5.89444 1.89941 -0.4 0.3 -0.1
C -5.45612 -5.42282 3.07464 0.3 -0.2 -0.3
O -3.32908 -6.22671 2.38844 0.1 0.0 0.2
H -0.46892 -7.48832 1.27104 0.1 -0.1 -0.1
H -1.30858 -7.82129 2.79578 0.0 -0.1 0.1
H -0.69969 -6.19991 2.46799 0.1 0.1 0.0
H -2.93722 -7.60808 0.91678 0.1 0.1 0.0
H -1.73452 -6.04994 -0.56284 0.1 -0.1 0.1
H -1.78689 -4.78063 0.70275 0.0 -0.1 0.0
H -0.97284 -3.53537 -1.78081 0.1 0.0 0.0
H 0.08854 -1.40306 -1.08085 0.1 0.0 0.0
H 0.05252 0.70382 -1.64588 -0.1 0.1 0.2
H 1.71821 1.96335 -2.46053 0.0 -0.1 -0.1
H 3.18690 3.96738 -2.23926 0.1 -0.1 -0.1
H 4.37782 6.37785 1.76467 -0.1 0.2 -0.1
H 5.59187 1.95428 -0.66399 0.1 -0.1 0.0
H 7.54788 1.80026 0.93961 0.1 -0.1 0.0
H 7.71984 3.64643 2.66560 0.1 -0.1 0.0
H 1.14933 5.09776 1.30330 -0.1 0.0 0.2
H -0.32107 3.09583 1.12858 0.0 0.0 0.0
H -3.75635 0.12866 -0.00174 -0.1 0.1 0.0
H -4.79995 -2.03322 -0.73135 -0.1 0.1 0.0
H -5.46002 -4.61514 0.35195 -0.1 0.0 0.2
H -4.10280 -3.88939 1.27190 -0.1 0.0 0.0
H -5.06363 -6.78981 1.43888 0.0 0.1 0.0
H -6.46096 -5.18250 2.74089 -0.1 0.0 0.0
H -5.50342 -6.20576 3.82565 0.0 -0.1 0.1
H -5.00378 -4.54246 3.52276 0.0 0.1 0.1
```
Forces are in eV/Å.

***

(2)
Below is C4H10N2O in the gas phase at a distorted geometry, with properties calculated with ωB97M-V/def2-TZVPD.

Properties
**Relative energy (zero: lowest compared OMol25 entry of this formula, charge and spin)**: 1.387 eV
**M**: 102.14 g mol⁻¹
**HOMO**: -9.53 eV
**Multiplicity**: 1
**HOMO-LUMO gap**: 10.4427 eV
**LUMO level**: 0.91 eV

Structure (XYZ):
```
17
Properties=species:S:1:pos:R:3:forces:R:3
N 2.60028 -0.54913 0.29445 -0.5 -0.8 -0.7
C 1.32969 -0.59643 1.01041 1.1 -0.4 0.8
C 0.39811 0.56503 0.77175 -0.7 0.2 -1.0
C -0.28960 0.51531 -0.61075 -0.9 0.5 0.2
N -1.48799 -0.30521 -0.56479 -0.6 -0.6 0.4
C -2.70482 0.01906 -1.07184 -0.2 0.6 -0.5
O -3.62364 -0.75608 -1.18404 -0.2 -0.3 0.3
H 2.43962 -0.60456 -0.70170 0.3 0.1 -0.1
H 3.22949 0.20719 0.49708 -0.2 0.3 0.2
H 0.85227 -1.55803 0.80831 -0.1 0.1 -0.4
H 1.61165 -0.72485 2.06148 -0.3 0.5 0.1
H -0.45572 0.56385 1.45185 0.3 0.1 0.4
H 0.93612 1.51075 0.84254 0.0 0.0 0.2
H 0.34453 0.20021 -1.44007 0.3 -0.1 0.2
H -0.69071 1.49905 -0.89488 0.5 0.1 0.1
H -1.62977 -1.06159 0.09614 0.8 -0.2 -0.3
H -2.85951 1.07543 -1.36593 0.5 0.0 -0.2
```
Forces are in eV/Å.

***

(3)
Below is a 2-piece molecular cluster, C2H3Cl2FN2O overall at a distorted geometry, with properties calculated with ωB97M-V/def2-TZVPD.

Properties
**Relative energy (zero: lowest compared OMol25 entry of this formula, charge and spin)**: 3.824 eV
**M**: 160.96 g mol⁻¹
**HOMO**: -10.72 eV
**Multiplicity**: 1
**HOMO-LUMO gap**: 10.3722 eV
**LUMO level**: -0.35 eV

Structure (XYZ):
```
11
Properties=species:S:1:pos:R:3:forces:R:3
C 1.14129 -0.17657 -0.52578 1.6 0.2 0.3
C -0.36346 -0.29491 -0.27146 1.2 -1.3 0.1
H 1.36793 0.43424 1.81946 -3.3 4.3 -2.5
H 2.40757 1.23760 0.19338 0.9 0.5 -0.3
H 2.77926 -0.71239 -0.74118 0.9 -1.0 -0.5
N 1.50986 1.33091 -0.25298 -2.1 -3.6 2.6
N 1.90555 -1.24668 -0.81340 -2.5 5.5 1.4
O 0.68177 1.37212 1.19005 5.6 -3.0 0.0
F -0.65344 -1.29981 -1.06632 -1.2 -2.4 -0.9
Cl -0.64191 -0.83805 1.42442 -0.7 -0.7 -0.3
Cl -1.39943 0.95577 -0.77425 -0.5 1.5 0.0
```
Forces are in eV/Å.